This record from the OMol25 dataset describes an isolated ion of composition C6H12BN2O2 and charge +1 in a non-equilibrium geometry. The level of theory is ωB97M-V/def2-TZVPD.

Calculated values
Relative energy (zero: lowest compared OMol25 entry of this formula, charge and spin) = 158.9 kJ/mol
Largest force on an atom = 3.72 eV Å⁻¹
Total energy = -520.4399 Eh
Frontier orbital gap = 7.77 eV
SMILES string = CC/C=[NH+]/C=N\C=C/B(O)O
HOMO level = -12.9 eV
Total charge = +1

XYZ file:
```
23
C6H12BN2O2, DFT ωB97M-V/def2-TZVPD
C 0.695 -0.084 3.297
C 0.842 -0.632 1.896
C -0.002 -0.104 0.775
N -1.017 0.720 1.006
C -2.086 0.935 0.145
N -2.461 0.211 -0.818
C -2.053 -0.986 -1.395
C -1.042 -1.132 -2.291
B -0.120 0.040 -2.855
O 0.049 0.129 -4.216
O 0.783 0.657 -2.098
H -0.316 -0.178 3.550
H 0.943 0.956 3.248
H 1.354 -0.711 3.891
H 0.485 -1.725 1.762
H 1.996 -0.545 1.618
H 0.148 -0.419 -0.299
H -1.041 1.096 1.929
H -2.616 1.899 0.327
H -2.875 -1.819 -1.139
H -1.095 -2.144 -2.761
H -0.332 -0.610 -4.642
H 1.016 1.349 -2.726
```

Here are the natural (NBO) charges for atoms 1 to 6, given in e: number 1, C, carries -0.62; number 2, C, carries -0.49; number 3, C, carries 0.34; number 4, N, carries -0.52; number 5, C, carries 0.26; number 6, N, carries -0.36



This record from the OMol25 dataset describes C3H6N2O in the gas phase in a non-equilibrium geometry. The level of theory is ωB97M-V/def2-TZVPD.

Calculated values
Relative energy (zero: lowest compared OMol25 entry of this formula, charge and spin) = 241.9 kJ/mol
Largest force on an atom = 3.35 eV Å⁻¹
Total energy = -302.6010 Eh
Frontier orbital gap = 10.32 eV
SMILES string = N[C@@]1(C=O)CN1
HOMO level = -9.4 eV
Total charge = 0

XYZ file:
```
12
C3H6N2O, DFT ωB97M-V/def2-TZVPD
N 0.662 0.112 1.391
C 0.075 -0.099 0.096
C -1.244 -0.814 -0.002
O -1.966 -0.902 0.996
C 0.055 0.937 -1.039
N 1.006 -0.240 -0.980
H -0.088 0.309 2.061
H 1.106 -0.744 1.724
H -1.414 -1.417 -0.909
H 0.481 1.907 -0.812
H -0.598 0.913 -1.901
H 1.924 0.038 -0.624
```

Here are the natural (NBO) charges for atoms 1 to 6, given in e: number 1, N, carries -0.83; number 2, C, carries 0.12; number 3, C, carries 0.41; number 4, O, carries -0.54; number 5, C, carries -0.27; number 6, N, carries -0.58



This record from the OMol25 dataset describes C6H12 in the gas phase in a non-equilibrium geometry. The level of theory is ωB97M-V/def2-TZVPD.

Calculated values
Relative energy (zero: lowest compared OMol25 entry of this formula, charge and spin) = 239.8 kJ/mol
Largest force on an atom = 5.82 eV Å⁻¹
Total energy = -235.7269 Eh
Frontier orbital gap = 11.06 eV
SMILES string = CC(C)C1CC1
HOMO level = -9.8 eV
Total charge = 0

XYZ file:
```
18
C6H12, DFT ωB97M-V/def2-TZVPD
C -1.211 -1.181 1.172
C 0.137 -0.609 0.210
C 1.301 -0.567 1.164
C -0.198 0.655 -0.453
C 0.581 1.531 -1.281
C -0.630 0.907 -1.826
H -2.138 -1.208 0.590
H -0.962 -2.199 1.480
H -1.376 -0.557 2.060
H 0.252 -1.401 -0.520
H 2.217 -0.292 0.640
H 1.144 0.182 1.945
H 1.481 -1.522 1.663
H -0.757 0.921 0.527
H 0.540 2.596 -1.180
H 1.527 1.128 -1.581
H -0.467 0.083 -2.498
H -1.451 1.543 -2.098
```

Here are the natural (NBO) charges for atoms 1 to 6, given in e: number 1, C, carries -0.62; number 2, C, carries -0.17; number 3, C, carries -0.61; number 4, C, carries -0.26; number 5, C, carries -0.41; number 6, C, carries -0.41



This record from the OMol25 dataset describes C20H10Cl6NS2Sm as an isolated structure. The level of theory is ωB97M-V/def2-TZVPD.

Calculated values
Expectation value of S² = 8.7675
Relative energy (zero: lowest compared OMol25 entry of this formula, charge and spin) = 7.2 kJ/mol
Largest force on an atom = 0.69 eV Å⁻¹
Total energy = -5038.4383 Eh
Frontier orbital gap (spin up / spin down) = 7.47 / 7.98 eV
2S+1 = 6
HOMO level (spin up / spin down) = -8.0 / -8.0 eV
Total charge = 0

XYZ file:
```
40
C20H10Cl6NS2Sm, DFT ωB97M-V/def2-TZVPD
Sm 1.015 -0.491 0.739
Cl 3.243 0.053 -2.307
C 4.045 -0.808 -1.022
C 3.285 -1.045 0.112
C 3.932 -1.715 1.136
Cl 2.972 -1.956 2.586
C 5.246 -2.156 1.074
Cl 5.966 -2.984 2.396
C 5.966 -1.899 -0.093
Cl 7.597 -2.420 -0.219
C 5.364 -1.218 -1.156
Cl 6.249 -0.904 -2.596
S 2.017 1.705 2.251
C 0.748 2.387 1.349
N 0.048 1.698 0.455
C -1.019 2.426 -0.049
C -1.951 1.961 -0.973
C -2.973 2.804 -1.369
C -3.067 4.102 -0.867
C -2.137 4.581 0.039
C -1.116 3.734 0.444
S 0.158 4.012 1.604
H -1.861 0.959 -1.374
H -3.714 2.449 -2.073
H -3.878 4.741 -1.191
H -2.198 5.590 0.428
Cl -1.398 -0.458 2.357
C -2.258 -1.151 0.982
C -3.507 -0.657 0.655
C -4.141 -1.134 -0.479
C -3.495 -2.074 -1.275
C -2.249 -2.560 -0.927
C -1.583 -2.131 0.234
C -0.254 -2.625 0.621
H -3.963 0.105 1.274
H -5.121 -0.763 -0.748
H -3.981 -2.442 -2.170
H -1.762 -3.299 -1.552
H 0.024 -3.496 0.028
H -0.247 -2.920 1.678
```

Here are the natural (NBO) charges for atoms 1 to 6, given in e: number 1, Sm, carries 1.79; number 2, Cl, carries 0.02; number 3, C, carries -0.06; number 4, C, carries -0.48; number 5, C, carries -0.06; number 6, Cl, carries 0.05



This record from the OMol25 dataset describes a 2-piece molecular cluster, C20H33N2O3S2 overall. The level of theory is ωB97M-V/def2-TZVPD.

Calculated values
Relative energy (zero: lowest compared OMol25 entry of this formula, charge and spin) = 0.0 kJ/mol
Largest force on an atom = 0.76 eV Å⁻¹
Total energy = -1913.2090 Eh
Frontier orbital gap = 8.41 eV
HOMO level = -11.7 eV
Total charge = +1

XYZ file:
```
60
C20H33N2O3S2, DFT ωB97M-V/def2-TZVPD
C -1.719 2.470 4.914
C -2.520 1.170 4.883
N -1.877 0.152 4.026
C -2.289 -1.219 4.394
C -2.083 -2.270 3.320
C -1.797 0.472 2.654
S -0.392 0.317 1.822
S -3.307 1.020 1.976
C -2.956 1.781 0.374
C -2.486 0.901 -0.791
C -3.259 -0.415 -0.960
C -2.429 -1.617 -1.413
C -1.611 -1.470 -2.717
C -0.226 -2.056 -2.394
C -0.027 -1.647 -0.948
C 1.131 -2.231 -0.157
C 2.419 -1.375 -0.268
O 2.390 -0.458 -1.353
N -1.376 -1.994 -0.363
H -1.734 2.910 5.911
H -2.116 3.211 4.217
H -0.679 2.277 4.644
H -2.570 0.719 5.876
H -3.552 1.360 4.567
H -1.707 -1.504 5.274
H -3.345 -1.200 4.693
H -2.235 -3.258 3.758
H -2.796 -2.161 2.494
H -1.055 -2.233 2.945
H -2.258 2.605 0.538
H -3.928 2.226 0.138
H -2.586 1.509 -1.694
H -1.423 0.715 -0.669
H -3.758 -0.677 -0.022
H -4.057 -0.308 -1.700
H -3.101 -2.472 -1.499
H -2.111 -2.012 -3.519
H -1.525 -0.423 -3.011
H -0.247 -3.147 -2.492
H 0.579 -1.658 -3.009
H -0.001 -0.560 -0.928
H 1.328 -3.250 -0.504
H 0.856 -2.302 0.900
H 2.602 -0.849 0.672
H 3.266 -2.037 -0.445
H 2.104 0.402 -1.029
H -1.524 -1.542 0.545
H -1.419 -3.002 -0.213
C 5.435 3.506 -3.419
C 5.482 3.052 -4.668
C 5.332 1.604 -4.969
O 5.354 1.191 -6.107
C 5.145 0.681 -3.819
C 5.106 1.136 -2.571
C 5.232 2.584 -2.273
O 5.154 2.996 -1.135
H 5.535 4.556 -3.172
H 5.624 3.701 -5.523
H 5.045 -0.368 -4.066
H 4.966 0.486 -1.717
```

Here are the natural (NBO) charges for atoms 1 to 6, given in e: number 1, C, carries -0.63; number 2, C, carries -0.22; number 3, N, carries -0.52; number 4, C, carries -0.20; number 5, C, carries -0.63; number 6, C, carries -0.08



This record from the OMol25 dataset describes a 5-piece molecular cluster, C24H44NO7 overall. The level of theory is ωB97M-V/def2-TZVPD.

Calculated values
Relative energy (zero: lowest compared OMol25 entry of this formula, charge and spin) = 25.0 kJ/mol
Largest force on an atom = 0.48 eV Å⁻¹
Total energy = -1522.0479 Eh
Frontier orbital gap = 7.50 eV
HOMO level = -10.9 eV
Total charge = +1

XYZ file:
```
76
C24H44NO7, DFT ωB97M-V/def2-TZVPD
C 7.200 -1.571 0.373
C 7.189 -0.827 -0.948
O 5.989 -0.082 -1.075
C 5.549 0.154 -2.389
C 4.037 0.093 -2.425
O 3.475 1.018 -1.513
C 2.745 0.508 -0.436
C 1.338 1.093 -0.469
O 0.518 0.338 0.434
C -0.824 0.585 0.334
N -1.493 -0.464 -0.516
C -2.749 -0.218 -0.930
C -3.409 -1.140 -1.707
C -2.761 -2.320 -2.069
C -1.464 -2.547 -1.618
C -0.850 -1.598 -0.832
H 7.360 -0.891 1.211
H 8.002 -2.310 0.367
H 6.258 -2.102 0.530
H 7.304 -1.535 -1.776
H 8.055 -0.155 -0.981
H 5.900 1.124 -2.762
H 5.927 -0.612 -3.079
H 3.696 0.343 -3.436
H 3.720 -0.934 -2.217
H 2.673 -0.585 -0.439
H 3.226 0.788 0.507
H 1.360 2.139 -0.154
H 0.945 1.051 -1.491
H -1.055 1.543 -0.139
H -1.297 0.559 1.317
H -3.183 0.726 -0.611
H -4.419 -0.934 -2.032
H -3.279 -3.046 -2.683
H -0.932 -3.453 -1.872
H 0.150 -1.712 -0.441
C -4.679 4.617 0.529
C -4.057 3.329 0.971
O -3.810 2.429 0.187
C -3.752 3.188 2.439
H -4.848 4.600 -0.544
H -5.626 4.776 1.039
H -4.020 5.450 0.777
H -4.669 3.294 3.020
H -3.062 3.973 2.752
H -3.310 2.214 2.642
C -5.420 -6.908 -0.784
C -5.124 -5.445 -0.977
O -4.625 -5.027 -1.998
C -5.486 -4.525 0.164
H -5.119 -7.464 -1.668
H -4.880 -7.288 0.085
H -6.487 -7.054 -0.610
H -4.949 -4.820 1.067
H -6.555 -4.588 0.371
H -5.230 -3.498 -0.092
C -8.609 6.010 -1.342
C -8.297 6.366 0.091
O -7.157 6.445 0.491
C -9.474 6.622 0.997
H -7.685 5.854 -1.893
H -9.214 5.103 -1.378
H -9.176 6.815 -1.811
H -10.111 5.738 1.045
H -10.071 7.449 0.609
H -9.122 6.870 1.996
C 9.931 -2.200 3.388
C 10.807 -2.524 2.201
O 10.539 -2.137 1.088
C 12.036 -3.356 2.476
H 9.084 -1.600 3.065
H 9.570 -3.120 3.849
H 10.503 -1.647 4.134
H 11.749 -4.318 2.905
H 12.682 -2.844 3.192
H 12.581 -3.521 1.551
```

Here are the Löwdin charges for atoms 1 to 6, given in e: number 1, C, carries -0.07; number 2, C, carries -0.27; number 3, O, carries -0.14; number 4, C, carries -0.20; number 5, C, carries -0.18; number 6, O, carries -0.12